The following is a quantum chemistry calculation of 5 unconnected molecules or ions with the total composition C19H33BCl8F8O, from the Open Molecules 2025 dataset.

Positions of all 70 atoms, in Å:
C (4.61192, 0.75462, -1.11134)
C (3.54714, 0.46518, -0.03933)
C (3.96405, -0.74851, 0.80505)
C (3.30989, 1.70596, 0.82946)
B (2.62404, 2.92691, 0.12507)
C (1.37506, 2.80493, -0.82952)
C (0.09354, 3.20154, -0.08960)
O (-0.27093, 2.17910, 0.84610)
C (-1.58198, 1.71577, 0.69129)
C (-1.79010, 0.53335, 1.63521)
F (-1.16936, 0.78966, 2.81679)
F (-3.12502, 0.41564, 1.90451)
C (-1.27560, -0.88038, 1.16195)
F (-0.07623, -1.12642, 1.73858)
F (-2.15552, -1.82966, 1.58623)
C (-1.09102, -1.13367, -0.36046)
F (-0.08987, -0.36259, -0.83145)
F (-0.69880, -2.43966, -0.47233)
C (-2.35714, -0.99194, -1.26081)
F (-2.14482, -0.02888, -2.20030)
F (-3.43115, -0.61502, -0.52303)
H (4.50860, 0.04307, -1.93372)
H (4.53013, 1.76696, -1.50352)
H (5.61179, 0.63160, -0.68582)
H (2.63260, 0.18165, -0.56339)
H (3.10483, -1.26218, 1.24178)
H (4.65461, -0.45182, 1.59823)
H (4.47992, -1.47317, 0.17111)
H (4.26993, 2.01688, 1.25813)
H (2.67451, 1.43877, 1.68907)
H (3.02914, 4.03269, 0.35663)
H (1.49208, 3.48573, -1.68028)
H (1.26305, 1.79103, -1.21471)
H (-0.72488, 3.38606, -0.79097)
H (0.25909, 4.11616, 0.48723)
H (-1.79925, 1.44871, -0.34485)
H (-2.31739, 2.47284, 0.99458)
H (-2.56118, -1.94012, -1.76161)
Cl (6.25437, 2.90625, -3.25598)
C (5.61046, 4.13365, -4.37496)
C (5.36576, 5.44733, -3.67928)
Cl (4.03842, 5.32894, -2.49399)
H (4.69211, 3.73911, -4.80205)
H (6.34183, 4.26546, -5.17038)
H (5.08005, 6.20246, -4.40940)
H (6.25210, 5.78400, -3.14845)
Cl (-8.54002, -0.12147, 2.97048)
C (-7.20530, -0.27491, 1.79809)
C (-6.30382, 0.93106, 1.79335)
Cl (-7.11284, 2.38123, 1.13989)
H (-7.64298, -0.44743, 0.81850)
H (-6.63226, -1.15506, 2.08127)
H (-5.44223, 0.73380, 1.15882)
H (-5.95615, 1.16969, 2.79502)
Cl (-7.45340, -4.22903, 3.34952)
C (-5.83559, -4.90792, 3.03789)
C (-4.88890, -3.87345, 2.48865)
Cl (-5.34382, -3.36339, 0.83975)
H (-5.95107, -5.74262, 2.35162)
H (-5.45585, -5.28020, 3.98765)
H (-3.88264, -4.28386, 2.42764)
H (-4.86712, -2.98546, 3.11566)
Cl (4.15237, -4.59549, 0.43294)
C (2.54713, -4.59487, -0.33975)
C (2.62829, -4.40592, -1.83239)
Cl (3.17531, -2.76638, -2.27138)
H (1.96106, -3.80577, 0.12234)
H (2.08609, -5.55555, -0.11638)
H (1.63966, -4.53759, -2.26894)
H (3.31333, -5.11738, -2.28567)

Forces on atoms 1 to 3 (eV/Å):
-0.3 -0.2 0.3
0.2 -0.2 0.1
0.1 0.0 -0.4

## Properties
E_tot   -5324.31004 a.u.
HOMO level   -10.22 eV